One molecule with the formula C5H10O. Source: OMol25; level of theory: wB97M-V/def2-TZVPD.

Energy above the lowest of the compared OMol25 structures with the same formula, charge and spin: 112.47 kcal per mole
Frontier orbital gap: 8.379 eV

The geometry in ORCA input format:
```
! wB97M-V def2-TZVPD RIJCOSX def2/J DEFGRID3
* xyz 0 1
C -0.532 1.582 0.566
O 0.097 0.414 1.094
C -0.085 -1.229 0.102
C -1.407 -1.224 -0.566
C 1.115 -0.588 -0.613
C 1.463 0.138 0.675
H -0.256 2.448 1.181
H -0.294 1.779 -0.491
H -1.621 1.438 0.643
H -1.281 -2.141 -1.170
H -2.205 -1.441 0.155
H -1.715 -0.410 -1.251
H 1.798 -1.375 -0.960
H 0.982 0.151 -1.429
H 2.086 1.039 0.666
H 1.855 -0.581 1.398
*
```

---

One molecule with the formula C5H10O2. Source: OMol25; level of theory: wB97M-V/def2-TZVPD.

Energy above the lowest of the compared OMol25 structures with the same formula, charge and spin: 92.26 kcal per mole
Frontier orbital gap: 9.386 eV

The geometry in ORCA input format:
```
! wB97M-V def2-TZVPD RIJCOSX def2/J DEFGRID3
* xyz 0 1
C -1.199 1.718 -1.794
O -1.135 0.550 -0.968
C -1.272 0.749 0.320
C -1.013 -0.573 1.003
C 0.503 -0.580 1.304
C 1.319 -1.145 0.143
O 2.711 -0.987 0.333
H -0.211 1.871 -2.232
H -1.487 2.571 -1.179
H -1.927 1.527 -2.582
H 0.822 0.455 1.502
H -1.575 -0.600 1.941
H -1.286 -1.448 0.394
H 0.718 -1.150 2.213
H 1.148 -2.224 0.064
H 0.990 -0.696 -0.806
H 2.894 -0.040 0.342
*
```

---

C5H10O2 as an isolated structure. Source: OMol25; level of theory: wB97M-V/def2-TZVPD.

Energy above the lowest of the compared OMol25 structures with the same formula, charge and spin: 87.11 kcal per mole
Frontier orbital gap: 9.497 eV

The geometry in ORCA input format:
```
! wB97M-V def2-TZVPD RIJCOSX def2/J DEFGRID3
* xyz 0 1
C -1.439 0.433 -1.513
C -0.695 0.373 -0.200
O -0.982 -0.839 0.456
C -0.222 -0.885 1.599
C 1.382 0.132 1.058
C 0.861 0.371 -0.321
O 1.271 -0.656 -1.194
H -2.520 0.387 -1.357
H -1.137 -0.392 -2.161
H -1.204 1.370 -2.024
H -1.009 1.187 0.470
H -0.166 -1.941 1.913
H 0.013 -0.017 2.165
H 1.574 1.100 1.597
H 2.266 -0.484 1.164
H 1.175 1.320 -0.769
H 0.832 -1.460 -0.885
*
```

---

One molecule with the formula C5H10O2. Source: OMol25; level of theory: wB97M-V/def2-TZVPD.

Energy above the lowest of the compared OMol25 structures with the same formula, charge and spin: 109.88 kcal per mole
Frontier orbital gap: 9.816 eV
SMILES: C/C=C/OOCC

The geometry in ORCA input format:
```
! wB97M-V def2-TZVPD RIJCOSX def2/J DEFGRID3
* xyz 0 1
C 2.492 -1.041 -0.458
C 1.359 -1.691 0.315
O 0.128 -1.001 0.314
C -1.784 0.706 0.157
C -2.267 2.037 0.634
C -1.000 0.495 -0.895
O -0.270 -0.667 -1.037
H 2.576 0.024 -0.221
H 3.431 -1.531 -0.177
H 2.358 -1.152 -1.537
H 1.216 -2.734 0.004
H 1.580 -1.679 1.389
H -1.926 -0.132 0.834
H -3.330 2.040 0.893
H -1.711 2.271 1.552
H -2.064 2.838 -0.082
H -0.788 1.216 -1.684
*
```

---

A 2-piece molecular cluster, C5H10O2 overall. Source: OMol25; level of theory: wB97M-V/def2-TZVPD.

Energy above the lowest of the compared OMol25 structures with the same formula, charge and spin: 73.44 kcal per mole
Frontier orbital gap: 10.678 eV
SMILES: CCC(C=O)C=O.[H][H]

The geometry in ORCA input format:
```
! wB97M-V def2-TZVPD RIJCOSX def2/J DEFGRID3
* xyz 0 1
C 0.132 -1.511 -1.506
C -0.069 -1.307 0.021
C 0.539 0.901 -0.541
O -0.307 1.484 -1.174
C 0.292 0.088 0.701
C -0.831 0.554 1.627
O -1.999 0.310 1.457
H -0.188 -2.529 -1.743
H -0.485 -0.838 -2.114
H 1.171 -1.412 -1.852
H -1.142 -1.418 0.228
H 0.494 -2.089 0.553
H 1.579 0.754 -0.917
H -0.120 2.903 0.398
H 0.240 2.945 1.048
H 1.218 0.035 1.293
H -0.524 1.131 2.522
*
```

---

One molecule with the formula C5H10O2. Source: OMol25; level of theory: wB97M-V/def2-TZVPD.

Energy above the lowest of the compared OMol25 structures with the same formula, charge and spin: 45.28 kcal per mole
Frontier orbital gap: 11.000 eV
SMILES: C[C@@H](O)[C@H]1CCO1

The geometry in ORCA input format:
```
! wB97M-V def2-TZVPD RIJCOSX def2/J DEFGRID3
* xyz 0 1
C 1.852 1.286 0.091
C 0.814 0.504 -0.712
O 1.291 -0.776 -1.078
C -0.460 0.345 0.110
C -1.624 -0.488 -0.445
C -1.478 -1.271 0.868
O -0.232 -0.620 1.167
H 2.819 1.281 -0.420
H 1.535 2.325 0.238
H 1.976 0.823 1.077
H 0.576 1.024 -1.649
H 1.197 -1.312 -0.273
H -0.770 1.303 0.550
H -2.566 0.034 -0.632
H -1.340 -1.071 -1.325
H -1.351 -2.357 0.810
H -2.238 -1.028 1.622
*
```

---

One molecule with the formula C5H10O2. Source: OMol25; level of theory: wB97M-V/def2-TZVPD.

Energy above the lowest of the compared OMol25 structures with the same formula, charge and spin: 58.11 kcal per mole
Frontier orbital gap: 10.775 eV
SMILES: CO[C@H]1C[C@H]1CO

The geometry in ORCA input format:
```
! wB97M-V def2-TZVPD RIJCOSX def2/J DEFGRID3
* xyz 0 1
C -0.445 2.367 0.064
O -0.724 0.988 -0.079
C 0.373 0.313 -0.614
C 1.439 -0.210 0.303
C 0.484 -1.157 -0.390
C -0.557 -1.933 0.395
O -1.860 -1.812 -0.131
H -0.161 2.812 -0.901
H 0.375 2.535 0.777
H -1.352 2.855 0.429
H 0.678 0.690 -1.593
H 2.480 -0.180 -0.003
H 1.267 -0.051 1.366
H 0.884 -1.696 -1.246
H -0.302 -2.994 0.326
H -0.524 -1.664 1.461
H -2.055 -0.865 -0.164
*
```

---

A 2-piece molecular cluster, C5H10O2 overall. Source: OMol25; level of theory: wB97M-V/def2-TZVPD.

Energy above the lowest of the compared OMol25 structures with the same formula, charge and spin: 61.59 kcal per mole
Frontier orbital gap: 10.372 eV
SMILES: C=CCO.CC=O

The geometry in ORCA input format:
```
! wB97M-V def2-TZVPD RIJCOSX def2/J DEFGRID3
* xyz 0 1
O 2.096 0.425 0.824
C 1.729 -0.659 -0.014
C 0.358 -1.155 0.339
C -0.765 1.613 0.136
C -1.976 0.772 -0.109
O -2.308 0.343 -1.189
C -0.502 -1.617 -0.561
H 3.046 0.561 0.722
H 1.765 -0.368 -1.077
H 2.421 -1.502 0.128
H 0.114 -1.158 1.403
H -0.366 1.569 1.154
H 0.034 1.458 -0.593
H -1.217 2.602 -0.026
H -2.645 0.671 0.774
H -0.314 -1.536 -1.630
H -1.471 -2.019 -0.281
*
```

---

One molecule with the formula C5H10O2. Source: OMol25; level of theory: wB97M-V/def2-TZVPD.

Energy above the lowest of the compared OMol25 structures with the same formula, charge and spin: 30.29 kcal per mole
Frontier orbital gap: 10.896 eV
SMILES: CC[C@@H](O)CC=O

The geometry in ORCA input format:
```
! wB97M-V def2-TZVPD RIJCOSX def2/J DEFGRID3
* xyz 0 1
C 2.277 -0.242 -0.340
C 0.825 0.084 -0.671
C -0.141 -0.495 0.370
O 0.131 -0.065 1.693
C -1.613 -0.233 0.043
C -1.993 1.218 -0.126
O -1.292 2.156 0.179
H 2.966 0.258 -1.029
H 2.509 0.086 0.677
H 2.465 -1.320 -0.397
H 0.691 1.168 -0.735
H 0.562 -0.332 -1.655
H 0.009 -1.583 0.389
H -0.329 0.772 1.816
H -2.218 -0.592 0.890
H -1.946 -0.789 -0.841
H -3.016 1.397 -0.518
*
```

---

A 2-piece molecular cluster, C5H10O2 overall. Source: OMol25; level of theory: wB97M-V/def2-TZVPD.

Energy above the lowest of the compared OMol25 structures with the same formula, charge and spin: 166.01 kcal per mole
Frontier orbital gap (spin up / spin down): 8.184 / 8.763 eV

The geometry in ORCA input format:
```
! wB97M-V def2-TZVPD RIJCOSX def2/J DEFGRID3
* xyz 0 1
C -0.911 -1.251 1.139
C -0.435 0.580 -0.407
C 0.859 -0.041 -0.818
C 1.735 -0.105 0.436
O 0.996 0.297 1.547
C -1.516 1.060 -1.215
O -0.603 1.975 -0.625
H -1.256 -1.564 0.172
H -0.271 -1.995 1.641
H -1.648 -0.818 1.801
H 1.375 0.497 -1.616
H 0.636 -1.048 -1.168
H 2.594 0.559 0.440
H 2.144 -1.082 0.696
H 0.241 0.808 1.136
H -2.544 1.130 -0.872
H -1.395 0.998 -2.287
*
```

---

A 3-piece molecular cluster, C5H10O2 overall. Source: OMol25; level of theory: wB97M-V/def2-TZVPD.

Energy above the lowest of the compared OMol25 structures with the same formula, charge and spin: 163.09 kcal per mole
Frontier orbital gap: 3.647 eV

The geometry in ORCA input format:
```
! wB97M-V def2-TZVPD RIJCOSX def2/J DEFGRID3
* xyz 0 1
O 1.407 2.471 0.258
C 1.422 2.243 1.485
O 0.547 2.250 2.371
C 0.575 -2.063 -0.281
C -0.738 -1.801 -0.698
C -1.374 -0.601 -1.185
C -0.536 0.620 -1.305
H 2.432 1.899 1.822
H 0.954 -3.039 0.037
H 1.256 -1.152 -0.240
H -0.407 -0.345 1.824
H -1.323 -2.669 -0.553
H -0.991 0.006 1.626
H -2.403 -0.564 -1.138
H 0.470 0.365 -1.668
H -0.353 1.111 -0.359
H -0.938 1.268 -1.997
*
```

---

One molecule with the formula C5H10O2. Source: OMol25; level of theory: wB97M-V/def2-TZVPD.

Energy above the lowest of the compared OMol25 structures with the same formula, charge and spin: 96.65 kcal per mole
Frontier orbital gap: 10.456 eV
SMILES: CO[C@H]1CO[C@H]1C

The geometry in ORCA input format:
```
! wB97M-V def2-TZVPD RIJCOSX def2/J DEFGRID3
* xyz 0 1
C -0.922 -1.267 1.395
O -0.595 -0.938 0.093
C -0.802 0.294 -0.536
C -0.480 1.670 0.107
O 0.641 1.862 -0.762
C 0.512 0.517 -1.279
C 1.593 -0.563 -0.602
H -0.915 -0.403 2.071
H -1.893 -1.765 1.369
H -0.164 -1.980 1.763
H -1.765 0.246 -1.053
H -0.173 1.641 1.157
H -1.233 2.462 -0.026
H 0.486 0.625 -2.385
H 1.973 -1.227 -1.378
H 2.326 0.106 -0.172
H 1.413 -1.281 0.239
*
```

---

One molecule with the formula C5H10O2. Source: OMol25; level of theory: wB97M-V/def2-TZVPD.

Energy above the lowest of the compared OMol25 structures with the same formula, charge and spin: 57.44 kcal per mole
Frontier orbital gap: 10.232 eV
SMILES: OC[C@H]1CCCO1

The geometry in ORCA input format:
```
! wB97M-V def2-TZVPD RIJCOSX def2/J DEFGRID3
* xyz 0 1
O 2.500 -0.680 -1.193
C 1.867 -0.726 0.176
C 0.471 -0.237 -0.139
C -0.849 -0.869 0.345
C -1.837 0.244 -0.027
C -1.031 1.497 0.318
O 0.336 1.166 0.102
H 2.686 0.250 -1.418
H 2.466 -0.111 0.849
H 1.877 -1.783 0.466
H 0.794 -0.431 -1.220
H -0.903 -1.054 1.430
H -1.066 -1.813 -0.162
H -2.790 0.198 0.509
H -2.046 0.210 -1.102
H -1.178 1.780 1.371
H -1.295 2.360 -0.305
*
```

---

One molecule with the formula C5H10O2. Source: OMol25; level of theory: wB97M-V/def2-TZVPD.

Energy above the lowest of the compared OMol25 structures with the same formula, charge and spin: 79.75 kcal per mole
Frontier orbital gap: 8.980 eV
SMILES: C=COC(C)(C)O

The geometry in ORCA input format:
```
! wB97M-V def2-TZVPD RIJCOSX def2/J DEFGRID3
* xyz 0 1
C 0.813 -0.410 -0.483
C 1.424 0.428 0.554
C 0.827 -1.904 -0.237
C -1.500 0.731 0.266
C -2.713 1.262 0.334
O -0.924 -0.078 -0.558
O 1.253 -0.166 -1.765
H 1.046 0.738 -2.017
H -0.705 1.115 1.112
H 2.275 -0.023 1.047
H 0.573 -2.128 0.796
H 1.633 1.459 0.260
H 0.535 0.675 1.367
H 1.805 -2.323 -0.470
H 0.091 -2.357 -0.896
H -3.489 0.935 -0.341
H -2.942 2.045 1.034
*
```

---

A 3-piece molecular cluster, C5H10O2 overall. Source: OMol25; level of theory: wB97M-V/def2-TZVPD.

Energy above the lowest of the compared OMol25 structures with the same formula, charge and spin: 147.43 kcal per mole
Frontier orbital gap: 4.341 eV

The geometry in ORCA input format:
```
! wB97M-V def2-TZVPD RIJCOSX def2/J DEFGRID3
* xyz 0 1
O 2.123 -0.475 1.085
C 2.280 0.645 0.559
O 1.449 1.313 -0.094
C -1.525 0.074 -2.005
C -2.225 -0.343 -0.917
C -1.932 -0.932 0.318
C -0.552 -0.998 0.785
H 3.308 1.079 0.647
H -2.020 0.605 -2.811
H -0.511 -0.227 -2.257
H -0.702 1.795 0.403
H -3.258 0.009 -0.893
H -1.100 2.033 -0.194
H -2.792 -1.119 0.951
H -0.438 -1.815 1.506
H -0.224 -0.069 1.275
H 0.182 -1.118 -0.007
*
```